{"formula": "C17H24ClF16O5P", "method": "ωB97M-V with the def2-TZVPD basis set", "e_tot_ev": -93544.92996, "symbols": ["C", "C", "C", "Cl", "P", "C", "O", "C", "O", "C", "C", "O", "H", "H", "H", "H", "H", "H", "H", "H", "H", "H", "H", "H", "H", "H", "H", "H", "C", "C", "C", "F", "F", "F", "F", "O", "C", "C", "F", "F", "F", "F", "H", "H", "H", "H", "C", "C", "C", "F", "F", "F", "F", "O", "C", "C", "F", "F", "F", "F", "H", "H", "H", "H"], "xyz": [[7.63619, -4.14467, 2.04139], [6.48535, -3.25751, 2.55900], [6.76996, -1.77901, 2.32874], [5.93814, -0.76426, 3.55647], [6.39194, -1.31871, 0.56018], [5.18845, 0.11395, 0.63229], [3.94100, -0.14231, 1.24303], [3.37765, -1.38709, 0.95953], [2.01814, -1.29709, 1.31901], [1.55234, -2.43380, 2.02275], [1.51391, -3.72161, 1.19797], [1.93030, -4.86415, 1.93941], [7.25209, -4.88818, 1.34969], [8.37280, -3.55744, 1.49853], [8.11493, -4.65860, 2.86869], [6.30497, -3.42716, 3.61714], [5.57544, -3.55413, 2.03800], [7.82805, -1.61645, 2.50835], [7.55769, -0.58561, 0.27045], [5.04025, 0.44678, -0.39865], [5.63123, 0.94001, 1.18214], [3.45576, -1.63606, -0.10225], [3.85099, -2.15616, 1.58209], [2.14501, -2.58776, 2.93272], [0.54598, -2.18809, 2.35610], [0.49259, -3.91516, 0.87379], [2.12502, -3.62931, 0.29989], [2.44897, -4.58106, 2.70337], [-0.17088, -0.62176, -1.29149], [0.45970, -1.62891, -2.26608], [0.78556, -1.13273, -3.67700], [-0.33272, -0.76409, -4.33267], [1.36975, -2.14277, -4.36253], [-0.28635, -2.75084, -2.33199], [1.66988, -1.97369, -1.73074], [-1.57380, -0.69947, -1.10843], [-2.45781, -0.01621, -1.89336], [-3.41897, -0.96024, -2.62396], [-2.73063, -1.79514, -3.42665], [-4.25086, -0.21665, -3.38677], [-1.84939, 0.83088, -2.74777], [-3.22703, 0.73829, -1.06382], [0.23659, -0.86626, -0.31137], [0.15646, 0.39660, -1.50390], [1.47960, -0.28838, -3.63481], [-3.99597, -1.53964, -1.90049], [-5.24132, 4.18229, 0.84867], [-5.79983, 2.93901, 0.13773], [-5.55426, 2.80810, -1.37009], [-6.16095, 3.81103, -2.04027], [-6.08879, 1.63870, -1.78805], [-7.11791, 2.80576, 0.40056], [-5.15700, 1.87617, 0.70071], [-6.13071, 5.25064, 1.11744], [-6.33625, 6.27974, 0.23849], [-7.81148, 6.38326, -0.16836], [-8.21653, 5.25336, -0.77759], [-7.94762, 7.41439, -1.03459], [-5.52664, 6.21761, -0.83546], [-6.05169, 7.43100, 0.89387], [-4.96775, 3.82277, 1.83868], [-4.32375, 4.53190, 0.37460], [-4.48705, 2.81439, -1.59671], [-8.42869, 6.56156, 0.71441]]}